Record 1
39
Properties=species:S:1:pos:R:3:forces:R:3:lowdin_charge:R:1 method="wB97M-V/def2-TZVPD" total_energy_ev=-53828.8761 charge=0 e_lumo_ev=-1.40 fmax_ha_per_bohr=0.382 homo_energy_ev=-8.247 orbital_gap_ha=0.252
C -2.39198 -3.04568 -0.59733 1.17 -1.98 4.61 -0.113
N -2.33462 -1.78745 0.00365 -0.89 3.41 1.73 -0.352
S -3.48612 -0.59375 -0.53389 -8.27 -10.34 -1.68 0.692
O -3.73034 -0.85870 -1.95155 1.93 1.33 0.61 -0.283
O -4.80550 -0.87732 0.14977 3.19 1.81 -0.03 -0.327
C -2.81242 0.75553 -0.11461 0.61 8.23 2.80 -0.345
C -1.50195 0.75792 -0.29665 5.13 2.42 -4.47 -0.012
C -0.69010 2.05236 -0.31784 -3.11 -1.35 1.99 -0.034
C -1.37833 3.16725 0.24944 7.06 -1.02 -1.17 -0.434
C -2.64599 3.04723 0.62215 2.43 1.24 -0.28 -0.190
C -3.46090 2.13578 0.40012 -3.92 -12.15 -3.01 0.073
H -4.55772 1.95877 0.50868 1.07 1.10 0.34 0.152
H -3.14415 3.77800 0.94262 -3.03 6.77 3.00 0.066
Cl -0.43014 4.66083 0.74732 -1.44 -1.57 -0.72 0.676
C 0.78670 2.04611 -0.63440 -6.53 -12.91 6.52 -0.383
O 1.28122 2.95991 -0.91348 7.87 11.78 -4.85 0.217
N 1.43896 0.73227 -0.05757 4.03 13.42 -8.34 0.199
C 2.68033 0.45224 -0.16171 4.00 6.59 -4.18 -0.137
C 3.78786 1.45770 -0.86710 -6.38 -8.10 4.90 0.091
C 4.96601 0.99827 -0.81231 2.85 -2.61 -1.13 -0.177
C 5.35395 -0.31471 -0.59411 -1.10 -1.31 4.02 -0.034
C 4.35492 -1.06653 0.20191 10.82 -4.52 -3.73 -0.014
C 3.12871 -0.66290 0.24123 -0.97 -3.30 4.32 -0.181
N 2.19518 -1.69268 0.93368 13.63 6.11 -4.77 -0.461
O 2.70282 -2.66461 0.79289 3.59 -12.93 1.44 0.130
O 1.16457 -1.42358 0.94819 -19.09 3.51 2.94 0.190
H 4.76427 -2.33203 0.38370 -1.65 4.53 -0.09 0.224
H 6.46586 -0.45647 -0.63409 -1.44 -0.75 0.09 0.112
H 5.63462 1.59268 -1.25281 3.13 2.44 -1.40 0.079
H 3.41059 2.28910 -1.06406 -2.49 7.21 -1.99 0.011
H 0.82415 0.30700 0.29744 -10.17 -8.20 6.42 -0.050
H -0.99445 -0.01175 -1.03831 -1.07 1.03 2.38 0.185
C -2.32883 -1.80700 1.46310 -2.05 0.33 1.12 -0.114
H -3.10578 -2.66579 1.86431 1.32 2.64 -0.72 0.139
H -1.37939 -2.22988 1.69497 0.96 0.19 0.78 0.045
H -2.49230 -0.64940 1.88376 0.42 -3.59 -0.68 0.145
H -1.41186 -3.45543 -0.76317 0.46 -0.62 0.72 0.110
H -2.67264 -2.83524 -1.46146 -2.49 1.42 -8.24 -0.011
H -3.18522 -3.71804 -0.26248 0.40 -0.27 0.78 0.117

Record 2
40
Properties=species:S:1:pos:R:3:forces:R:3:lowdin_charge:R:1 method="wB97M-V/def2-TZVPD" total_energy_ev=-82334.2326 spin_multiplicity=4 relative_energy_kj_mol=214.8 charge=+3 e_lumo_ev="-11.21 / -11.32" s_squared=3.78 fmax_ha_per_bohr=0.111 homo_energy_ev="-18.668 / -18.211" orbital_gap_ha="0.274 / 0.253"
Mn 1.18797 -1.38034 -0.37158 2.45 2.16 0.25 0.861
C 1.56557 2.52257 -2.30798 0.08 0.27 -0.06 0.033
C 1.62167 1.15477 -1.74928 -0.83 -0.24 0.95 -0.175
N 0.89457 0.68776 -0.76208 0.68 -0.38 -0.33 0.021
N 0.15467 1.54636 0.02742 -0.37 0.65 -0.35 0.103
C -0.17993 1.28596 1.32202 -0.04 0.57 -0.21 -0.441
N -0.39343 2.29346 2.14142 -0.02 -0.22 -0.01 0.267
S 1.28037 -0.38483 2.08602 0.04 -0.52 -0.16 0.847
C 2.61547 0.17547 -2.20948 0.65 -0.65 -0.35 -0.169
C 3.54217 0.37497 -3.22948 -0.68 0.12 0.54 0.064
C 4.52477 -0.58613 -3.45568 0.06 -0.44 0.30 0.043
C 4.57007 -1.72374 -2.65658 -0.02 0.34 -0.25 0.036
C 3.60967 -1.87073 -1.66538 0.26 -0.12 0.02 -0.045
N 2.65277 -0.96374 -1.45048 1.90 -0.16 -1.33 -0.058
H 0.70137 3.10256 -1.98888 -0.01 -0.04 -0.04 0.094
H 1.53117 2.48136 -3.39908 -0.05 -0.09 0.02 0.123
H 2.47377 3.07646 -2.05968 0.05 0.01 0.07 0.132
H 0.26767 2.53816 -0.20138 -0.16 -0.36 0.19 0.165
H -0.04103 3.22626 1.95332 0.03 -0.14 -0.08 0.172
H -0.73723 2.12496 3.09392 0.07 0.09 -0.47 0.113
H 3.50577 1.26426 -3.83978 0.01 0.09 -0.02 0.137
H 5.25787 -0.43484 -4.23488 0.02 -0.01 -0.07 0.144
H 5.32677 -2.48143 -2.79898 0.03 -0.01 0.02 0.141
H 3.61797 -2.72884 -0.98608 0.02 0.16 -0.32 0.145
O -0.93153 -1.55384 3.86242 -0.14 -0.56 0.27 -0.157
S -1.58883 -0.37513 3.49182 -0.07 0.55 -0.64 0.886
O -1.46173 0.86717 4.14892 -0.55 0.01 0.54 -0.196
N -0.47743 -0.03393 1.77422 0.31 -0.35 0.28 -0.408
C -1.17603 -0.99144 0.90372 0.90 -0.16 -0.87 -0.307
O -0.47213 -1.61443 0.09632 -5.38 -0.50 1.89 -0.028
C -2.57883 -1.08993 1.18322 -0.37 -0.29 -0.40 -0.123
C -3.54063 -1.59154 0.29132 0.46 0.09 0.24 0.076
C -4.87773 -1.55633 0.65382 -0.16 0.01 0.05 0.027
C -5.27813 -1.02713 1.87482 0.25 -0.05 -0.05 0.049
C -4.33163 -0.57513 2.80412 0.00 0.14 0.30 0.030
C -3.01213 -0.62503 2.43932 0.70 0.04 0.16 -0.190
H -3.23153 -1.98203 -0.66668 -0.01 0.01 -0.11 0.147
H -5.62453 -1.94344 -0.02288 -0.04 -0.01 -0.09 0.143
H -6.32683 -0.99364 2.13412 -0.05 0.01 0.02 0.148
H -4.64093 -0.21493 3.77402 -0.03 -0.02 0.12 0.150

Record 3
37
Properties=species:S:1:pos:R:3:forces:R:3:lowdin_charge:R:1 method="wB97M-V/def2-TZVPD" total_energy_ev=-38720.7292 relative_energy_kj_mol=57.4 charge=0 e_lumo_ev=0.31 fmax_ha_per_bohr=0.017 homo_energy_ev=-8.980 orbital_gap_ha=0.341
N -3.17408 -0.20490 -1.72817 -0.40 -0.17 -0.27 0.170
C -2.16713 0.68733 -1.71856 -0.34 -0.03 -0.12 -0.605
O -1.36740 0.82566 -2.61642 0.30 0.22 -0.15 0.060
C -2.15080 1.57088 -0.47847 0.34 -0.47 0.47 -0.126
S -2.16134 0.52711 1.00387 -0.39 0.64 0.27 0.737
O -1.78529 1.31152 2.15196 0.20 0.02 -0.24 -0.306
O -3.42214 -0.16389 1.07177 0.14 -0.16 -0.18 -0.300
C -0.88093 -0.67005 0.66446 -0.23 -0.16 -0.24 -0.334
N -1.13135 -1.72565 -0.05452 -0.59 0.03 0.04 0.170
C 0.06962 -2.37292 -0.17928 0.55 0.52 0.42 -0.204
C 0.39634 -3.55349 -0.83988 0.06 0.00 0.03 -0.004
C 1.71168 -3.95965 -0.80124 -0.17 -0.16 -0.14 -0.089
C 2.69035 -3.22229 -0.12722 0.09 0.16 0.12 -0.085
C 2.38868 -2.05173 0.53613 0.21 0.07 0.09 -0.007
C 1.06564 -1.63484 0.50413 -0.44 -0.47 -0.35 -0.144
N 0.41883 -0.55201 1.04919 0.00 -0.09 0.18 0.018
C 1.05352 0.55180 1.72406 0.28 0.38 0.17 -0.061
C 1.73445 1.43726 0.70579 0.38 0.05 0.11 -0.250
C 3.08522 1.75126 0.77731 -0.15 0.04 -0.02 -0.022
C 3.63588 2.53156 -0.22767 -0.09 0.02 -0.07 -0.059
C 2.82601 2.95502 -1.26880 0.07 -0.03 0.12 -0.051
C 1.48713 2.59316 -1.24537 0.13 0.13 -0.19 -0.111
N 0.95780 1.86328 -0.28135 -0.21 -0.23 0.22 0.120
H -3.16386 -0.90786 -2.44998 0.08 0.06 0.03 0.121
H -3.64327 -0.42664 -0.85927 -0.01 -0.04 -0.18 0.070
H -3.03390 2.20257 -0.42532 -0.16 -0.04 0.16 0.120
H -1.23372 2.15522 -0.44575 -0.08 -0.12 0.00 0.074
H -0.36144 -4.11764 -1.35796 -0.09 -0.08 -0.07 0.113
H 2.00257 -4.86979 -1.30382 0.01 -0.07 -0.05 0.101
H 3.70881 -3.58076 -0.12910 0.08 -0.01 0.01 0.102
H 3.14999 -1.48549 1.05031 0.11 0.04 0.04 0.105
H 0.27868 1.11551 2.25134 0.30 -0.16 -0.02 0.111
H 1.77888 0.16132 2.44293 -0.11 0.03 -0.03 0.134
H 3.69002 1.39734 1.59851 0.05 -0.07 0.08 0.111
H 4.68328 2.79496 -0.20139 0.07 0.02 -0.01 0.108
H 3.22050 3.55034 -2.07662 0.01 0.05 -0.08 0.103
H 0.80424 2.88482 -2.03156 -0.01 0.07 -0.14 0.112